129
Properties=species:S:1:pos:R:3:forces:R:3:mulliken_charge:R:1 method="wB97M-V/def2-TZVPD" total_charge=0 relative_energy_kcal_mol=19.1 energy_ha=-2253.1017 smiles=COC[C@H](C)N.COC[C@H](C)N.COC[C@H](C)N.COC[C@H](C)N.COC[C@H](C)N.COC[C@H](C)N.COC[C@H](C)N.OCCO
C 0.695727 30.922163 17.064676 0.01 0.11 -0.10 1.60
C 0.731656 32.007051 18.131227 0.37 -0.37 -0.09 -0.37
O 1.852022 31.732551 18.956646 -0.37 -0.01 0.56 -0.54
O -0.412327 31.055223 16.207914 0.06 0.38 0.05 -0.07
H 0.646130 29.958399 17.588298 0.16 0.06 0.07 0.11
H 1.649651 30.955299 16.514687 -0.09 -0.05 -0.08 -1.33
H -0.186088 31.910468 18.714644 0.09 0.25 0.20 -0.21
H 0.825718 33.026431 17.750384 -0.36 -0.06 -0.33 0.29
H 2.648802 32.145356 18.603130 0.20 -0.23 -0.02 0.23
H -0.592910 30.183302 15.806533 -0.17 -0.18 -0.12 0.02
C 6.310596 34.372002 23.522976 -1.59 0.77 -0.23 -1.35
C 7.018011 33.179118 22.894484 -0.21 0.93 0.28 0.52
C 6.712583 33.125570 21.405300 0.11 -0.71 -0.50 -0.74
O 5.334852 33.122728 21.092160 0.25 0.38 -0.15 -0.47
C 4.673432 31.951162 21.520528 -0.57 0.17 -0.66 -0.72
N 8.468219 33.231335 23.031923 0.41 -0.12 0.09 -0.72
H 6.038007 34.273144 24.576040 0.54 -0.18 0.11 0.35
H 5.326403 34.518699 23.044066 0.20 -0.27 0.00 0.31
H 6.775437 35.350271 23.370131 0.50 -0.26 0.03 0.33
H 6.583863 32.300693 23.374234 0.45 -0.30 -0.04 0.24
H 7.155828 32.224865 20.951273 0.15 -0.02 0.31 0.34
H 7.200159 33.958297 20.889198 -0.35 0.24 0.09 0.52
H 5.285215 31.065245 21.314279 0.08 -0.03 0.50 0.46
H 3.787839 31.836493 20.889697 0.00 0.12 0.07 0.02
H 4.323989 32.061217 22.550117 0.30 -0.38 0.16 0.42
H 8.756014 33.410012 23.988360 -0.23 -0.28 0.11 0.27
H 8.806688 34.056082 22.542448 -0.07 -0.10 -0.18 0.28
C 5.779109 29.757819 16.655981 -0.42 -0.21 -0.32 -1.68
C 4.518795 30.121347 17.453098 0.60 0.74 0.15 2.66
C 3.958886 29.089366 18.391568 0.93 -0.55 0.61 -0.59
O 4.932152 28.844509 19.412195 -0.04 0.11 -0.01 -0.41
C 4.360307 28.301942 20.577212 0.50 -0.26 0.28 -0.74
N 4.736127 31.355732 18.209969 -0.91 0.33 0.19 -0.33
H 6.705316 29.727640 17.224422 -0.16 0.05 0.34 0.39
H 5.853149 30.567869 15.925771 0.37 -0.16 -0.12 0.26
H 5.668780 28.808087 16.122743 0.33 0.29 0.12 0.35
H 3.706775 30.285005 16.733766 0.13 0.34 0.10 -1.82
H 3.815779 28.128657 17.878537 -0.42 0.17 -0.07 0.22
H 3.047513 29.473625 18.855002 -0.15 -0.06 -0.20 0.75
H 3.881507 29.078911 21.183258 -0.31 -0.12 -0.13 0.25
H 5.166169 27.873860 21.180356 0.04 0.13 -0.10 0.27
H 3.680742 27.470650 20.356128 -0.20 0.21 -0.04 0.31
H 5.442525 31.274886 18.925074 0.07 -0.13 -0.06 0.08
H 4.877210 32.201913 17.678061 0.25 -0.21 -0.30 0.23
C 1.552846 27.287901 15.841107 0.90 -0.24 -0.30 -1.20
C 2.414644 27.485871 14.609334 0.41 0.38 -0.26 0.73
C 3.826300 27.909020 15.008307 0.00 -0.24 0.10 -0.15
O 4.668476 28.096747 13.884495 -0.09 0.24 -0.07 -0.46
C 4.575855 29.395416 13.324724 -0.27 -0.18 0.12 -0.35
N 2.394935 26.315209 13.740728 0.00 -0.03 -0.17 -0.76
H 0.623505 26.815670 15.555668 -0.27 0.22 0.20 0.39
H 1.452830 28.245678 16.349380 -0.43 -0.14 0.14 0.04
H 2.073898 26.592525 16.510261 -0.10 0.03 0.11 0.42
H 2.039634 28.324486 14.008524 -0.35 -0.14 0.05 0.13
H 4.301182 27.111085 15.592385 -0.11 -0.02 0.04 0.39
H 3.815040 28.809341 15.641666 -0.28 -0.39 -0.47 -0.26
H 5.043001 29.340013 12.345383 0.17 0.20 0.03 0.40
H 5.057329 30.132823 13.976773 0.14 -0.09 -0.21 -0.06
H 3.536422 29.720157 13.186426 0.00 -0.12 -0.03 0.20
H 2.866765 25.527130 14.175795 -0.06 0.05 0.14 0.30
H 2.942179 26.530752 12.913615 -0.02 -0.08 0.00 0.33
C -8.218215 31.013957 18.864776 -0.68 0.66 0.45 -1.48
C -6.938399 31.579252 19.459924 0.70 0.08 -0.26 0.53
C -5.826195 30.531253 19.458376 -0.40 -0.14 -0.40 -0.75
O -4.594700 31.141385 19.769426 -0.08 0.42 -0.26 -0.42
C -3.479742 30.433281 19.312153 0.64 -0.39 0.03 0.01
N -6.499448 32.739978 18.645725 -0.03 -0.27 0.48 -0.60
H -9.050750 31.643709 19.203255 -0.01 -0.24 0.10 0.38
H -8.428002 29.989990 19.174241 0.04 -0.04 -0.06 0.34
H -8.251056 31.134086 17.783689 0.43 -0.35 -0.08 0.37
H -7.073404 31.851914 20.514239 -0.22 0.10 -0.08 0.32
H -5.801413 30.066227 18.459407 0.21 0.09 0.03 0.26
H -6.061251 29.736090 20.177402 -0.01 0.03 0.01 0.40
H -3.644318 29.981567 18.328775 -0.24 -0.15 0.09 -0.17
H -3.196102 29.666255 20.043995 0.00 -0.16 -0.22 0.43
H -2.612353 31.082382 19.168355 -0.23 0.31 0.28 -0.07
H -5.492440 32.816590 18.752814 0.00 0.07 0.05 0.22
H -6.878251 33.585672 19.058137 -0.06 0.03 -0.18 0.23
C -3.494842 27.292767 15.389626 -0.46 0.70 -0.56 -1.68
C -2.624817 28.359200 16.029983 1.04 -0.10 -0.26 1.05
C -2.056080 27.887579 17.342911 0.40 -0.29 0.84 -0.69
O -1.267236 26.726929 17.159879 -0.20 -0.06 -0.46 -0.23
C -1.161802 25.898761 18.289849 0.48 -0.47 -0.34 -0.92
N -1.470614 28.695978 15.148510 -0.50 -0.21 -0.39 -0.60
H -4.230487 26.903516 16.091609 0.05 -0.27 -0.05 0.41
H -2.867603 26.521768 14.945369 -0.03 -0.30 0.44 0.33
H -4.033014 27.719943 14.536210 -0.11 0.05 0.16 0.43
H -3.123588 29.304457 16.251501 -0.36 -0.11 -0.20 -0.37
H -2.858516 27.652881 18.055883 -0.08 0.19 -0.09 0.79
H -1.405121 28.660803 17.776934 -0.24 0.13 0.04 0.07
H -0.454856 25.108185 18.023151 0.00 0.10 0.01 0.26
H -2.105984 25.388942 18.510671 -0.10 0.33 0.26 0.34
H -0.737493 26.423188 19.151969 -0.30 0.07 0.10 0.35
H -1.836813 29.034910 14.258363 -0.05 0.18 0.16 0.24
H -1.053804 27.805799 14.883018 0.30 0.11 0.22 0.19
C 2.335082 36.396113 13.468506 0.11 -0.29 -0.37 -1.42
C 1.677024 35.012238 13.522294 0.12 0.06 -0.77 0.68
C 2.051231 34.222886 14.756683 0.28 0.53 0.67 -0.55
O 3.425262 33.880957 14.729290 0.30 -0.43 -0.10 -0.46
C 3.639407 32.573781 14.253921 -0.27 -0.41 0.08 -0.20
N 0.229680 35.037129 13.366366 -0.43 0.10 0.35 -0.59
H 3.418884 36.327721 13.352792 0.01 -0.12 0.37 0.33
H 2.083557 37.001304 14.340081 -0.02 0.09 -0.05 0.30
H 2.008711 36.880436 12.543653 -0.21 0.21 0.21 0.42
H 2.072125 34.468493 12.653017 -0.04 -0.13 0.11 0.09
H 1.424764 33.340836 14.918855 -0.09 -0.04 -0.25 0.18
H 1.952158 34.864217 15.642607 -0.24 -0.01 -0.06 0.32
H 3.228552 31.824970 14.952691 0.05 0.12 0.01 -0.28
H 4.706837 32.384648 14.158304 0.04 0.24 -0.01 0.35
H 3.152428 32.377561 13.288574 0.10 0.20 -0.02 0.38
H -0.051499 35.714689 12.666832 0.11 -0.07 -0.09 0.28
H -0.226938 35.345151 14.222135 0.06 -0.06 0.06 0.14
C -4.646864 34.453346 15.746513 -0.55 -0.91 0.02 -1.48
C -3.369637 33.653611 15.614237 0.93 0.54 -1.46 0.48
C -2.235692 34.010737 16.575402 -0.85 -0.67 0.30 0.48
O -2.013944 35.398558 16.635993 0.26 0.17 0.40 -0.40
C -2.471092 36.055745 17.810438 0.06 -0.83 0.10 -0.83
N -3.571249 32.215381 15.467509 -0.22 0.02 0.16 -0.58
H -5.214381 34.211538 16.651388 0.23 0.37 0.23 0.16
H -5.321176 34.128256 14.948051 0.14 0.16 -0.11 0.40
H -4.437891 35.510365 15.611718 -0.11 0.09 0.31 0.39
H -2.958761 33.994093 14.647857 -0.13 -0.23 -0.03 0.12
H -1.330221 33.516393 16.219108 0.07 0.03 0.06 -0.32
H -2.500460 33.564518 17.549635 0.28 0.32 0.15 0.21
H -2.557769 35.357675 18.655931 0.07 -0.06 -0.19 0.33
H -3.472050 36.461370 17.652539 0.15 0.44 0.02 0.26
H -1.707469 36.772899 18.101923 -0.29 0.43 -0.16 0.27
H -4.019903 31.814058 16.285397 0.03 0.08 0.07 0.20
H -2.672411 31.758893 15.350968 0.02 0.01 0.12 0.28